Record 1
69
Properties=species:S:1:pos:R:3:forces:R:3 method="wB97M-V/def2-TZVPD" max_force_ha_per_bohr=0.0146 lumo_energy_ev="-0.38 / -0.17" charge=0 s_squared=0.7604 spin_multiplicity=2 gap_ev="7.424 / 7.551"
C 1.461 -4.521 -0.393 0.0 -0.1 0.1
C -0.500 -2.596 2.185 0.1 -0.2 -0.2
N -0.657 -1.428 1.694 -0.3 0.2 0.4
C -3.161 3.961 2.318 0.0 0.0 0.0
O -2.013 1.434 -2.359 0.1 0.0 -0.2
H -3.432 4.813 1.709 0.0 0.0 0.0
C -2.530 2.883 1.692 -0.1 0.1 -0.1
C 1.670 1.683 0.609 -0.1 -0.1 0.0
H -1.172 -2.893 -5.951 0.0 0.0 0.0
H -0.260 -5.082 3.006 0.0 0.0 0.0
C 2.213 -0.335 1.795 -0.1 0.0 -0.1
H -0.776 2.447 -3.706 0.0 0.0 0.0
C -2.459 1.750 3.820 0.0 0.0 0.0
C -3.080 2.815 4.435 0.0 0.0 -0.1
H 1.996 -6.583 -0.301 0.0 0.0 0.0
H 2.837 -1.189 -0.627 0.0 0.0 0.0
C -0.600 -1.219 -4.746 0.0 0.1 0.1
C 0.224 -4.935 2.047 0.1 -0.1 0.0
N 4.047 1.211 1.152 -0.1 0.0 0.0
O -2.323 2.997 0.363 0.0 0.1 0.0
O -1.001 0.781 0.633 0.0 -0.1 0.2
H -2.357 -2.457 -4.714 0.0 0.0 0.0
H -3.920 4.772 4.135 0.0 0.0 0.0
H -2.151 4.540 -3.599 0.0 0.0 0.0
O -1.229 -0.054 -4.145 0.2 -0.2 -0.1
C 1.486 -5.769 0.199 0.0 0.0 0.0
C 0.177 -3.667 1.462 -0.2 0.3 0.3
H 2.439 0.291 -1.481 0.0 0.0 0.0
C 3.583 0.278 2.177 0.0 0.0 0.0
C -1.428 2.668 -2.859 0.0 -0.1 0.1
H -0.825 3.083 -2.051 0.0 0.0 0.0
C 0.807 -3.453 0.226 0.1 0.2 -0.4
N -1.334 -0.500 2.509 0.2 -0.3 -0.3
Te -2.420 -1.608 -1.355 -0.1 -0.1 0.0
C 3.052 2.267 0.991 0.0 0.1 0.0
H -3.193 3.788 -2.384 0.0 0.0 0.0
Cr -0.128 -0.759 -0.112 0.3 0.0 -0.7
H 3.514 0.814 3.125 0.0 0.0 0.0
C 0.868 -5.988 1.429 0.0 0.1 0.0
C -2.554 3.590 -3.243 0.0 0.1 0.0
C -1.647 -2.055 -5.436 0.0 -0.1 -0.1
H 1.936 -4.339 -1.348 0.0 0.0 0.0
H -3.156 3.150 -4.038 0.0 0.0 0.0
H 2.984 2.823 1.928 0.0 0.0 0.0
H 0.893 -6.965 1.892 0.0 0.0 0.0
H -3.291 2.787 5.495 0.0 0.0 0.0
H 0.141 -0.830 -5.443 0.0 0.0 0.0
H -0.892 -2.791 3.180 0.0 0.0 0.0
H 4.910 -0.291 -0.001 0.0 0.0 0.0
C -2.169 1.761 2.451 0.0 -0.2 0.1
P -1.265 0.052 -2.563 -0.1 0.2 0.3
C -3.430 3.926 3.669 0.0 0.0 0.0
H 2.264 -1.420 1.704 0.0 0.0 0.0
H 1.304 2.061 -0.345 0.0 0.0 0.0
O 0.145 0.092 -1.974 -0.2 0.1 0.1
C 2.797 -0.106 -0.534 -0.1 -0.1 0.1
N 1.757 0.203 0.489 0.2 0.1 0.0
H -2.189 -1.462 -6.172 0.0 0.0 0.0
H 1.448 -0.094 2.533 0.0 0.0 0.0
H 4.525 1.190 -0.871 0.0 0.0 0.0
H 0.924 1.918 1.364 0.0 0.0 0.0
O 0.854 -2.261 -0.384 0.0 -0.3 0.5
H -1.881 2.183 0.057 0.0 -0.1 0.0
H -0.075 -1.785 -3.972 0.0 0.0 0.0
H 4.337 -0.502 2.295 0.0 0.0 0.0
C 4.158 0.493 -0.115 0.0 0.0 0.0
C -1.482 0.602 1.843 0.0 0.4 -0.1
H -2.175 0.873 4.386 0.0 0.0 0.0
H 3.408 2.959 0.226 0.0 0.0 0.0

Record 2
145
Properties=species:S:1:pos:R:3:forces:R:3 method="wB97M-V/def2-TZVPD" smiles=COC[C@H](C)N.COC[C@H](C)N.COCCNCCOC.COCCNCCOC.CCO.CCO.CCO.CCO.CCO.CCO.CCO max_force_ha_per_bohr=0.0584 lumo_energy_ev=0.24 charge=0 spin_multiplicity=1 gap_ev=8.813
C -5.224 2.280 -7.328 0.5 1.9 0.2
H -0.089 0.391 -2.943 0.5 0.0 0.2
C 8.991 3.202 -2.479 0.1 0.1 0.2
H -2.545 -8.705 -5.426 -0.5 -0.5 -0.5
H -3.563 -6.405 -5.213 0.0 -0.3 0.1
H 9.917 3.470 -1.971 -0.2 0.1 0.2
H -5.615 1.378 6.838 -0.6 -0.7 0.1
H -1.703 10.505 -6.439 0.0 0.3 0.4
H -2.874 -0.409 -0.422 0.0 0.0 0.1
C -0.061 1.453 -2.700 -2.0 1.4 -0.4
H 0.807 -1.398 9.221 0.0 0.0 0.0
H -5.639 0.265 -7.454 0.4 -0.5 0.1
H -1.626 -9.464 4.308 0.1 0.0 -0.3
C -4.361 -11.812 5.831 -0.3 1.1 0.2
H -3.923 0.661 -6.979 -0.2 -0.3 0.1
H -0.757 -1.932 9.893 0.2 0.0 0.3
H 0.875 1.862 -2.318 0.1 -0.5 0.5
C 6.394 -3.255 5.021 -0.8 0.6 0.3
O 5.019 -2.131 -3.436 0.2 1.2 0.6
H -6.974 3.475 -1.956 0.1 0.4 -0.6
C -2.423 9.968 -5.821 -0.2 -0.5 0.2
C 3.730 1.973 4.672 -0.4 -0.4 0.4
H -6.716 1.963 5.521 -0.3 -0.7 -0.1
C 4.411 -3.220 -4.034 -0.2 -0.6 -2.2
O -1.007 -8.165 -6.584 0.6 -0.1 -0.6
H 8.239 3.990 -2.441 0.4 0.5 -0.1
H -4.864 3.263 4.674 0.3 0.2 0.2
H -3.045 -6.321 5.343 0.0 0.1 -0.1
H 1.243 -3.545 10.522 0.3 0.6 -0.1
H -1.807 -1.834 -0.322 0.0 0.1 0.3
H 4.090 8.474 -6.512 1.4 0.5 0.2
H 8.232 -4.050 6.516 0.1 0.3 0.0
H -1.604 0.124 1.669 -0.2 0.0 0.5
N -3.324 -7.126 5.885 -1.0 0.6 0.8
H -3.167 7.654 -4.593 -0.4 0.0 -0.4
H -2.347 8.923 -6.120 0.1 -0.2 0.1
H -1.548 -7.765 3.822 -0.3 0.0 -0.1
O 3.902 0.605 4.994 1.6 -0.5 0.4
H 3.584 7.491 -8.590 0.3 0.4 0.3
H 7.363 -5.255 7.417 -0.3 0.0 -0.1
H -7.949 4.867 -1.391 -0.3 -0.1 -0.2
H 9.761 1.859 -3.994 0.4 -0.1 0.3
H 7.853 -5.575 5.753 -0.3 -0.1 -0.4
H -3.443 10.257 -6.075 -0.1 0.4 0.0
H 1.249 -4.066 8.864 -0.1 0.1 -0.4
H -1.970 1.817 0.014 -0.2 0.4 -0.2
H -5.412 7.050 -3.846 -0.6 0.0 -0.2
H 4.034 -3.910 -6.070 0.3 -0.1 -0.1
N -0.688 -0.082 1.297 -0.3 0.1 0.2
H -5.848 0.021 4.777 0.2 -0.5 -0.3
C -1.804 -8.440 4.638 -0.2 -1.0 -0.1
C 3.501 6.927 -7.662 -0.4 -1.1 -0.3
H -1.938 7.771 -3.434 0.1 0.2 0.3
C -4.810 2.833 5.675 -0.1 -0.3 0.5
C 5.676 -0.556 3.711 -0.2 0.1 0.6
O 7.990 2.632 -4.525 -0.4 0.3 -1.0
C -4.981 0.895 -6.856 -0.6 0.0 -0.2
H -0.275 2.056 -3.582 0.4 -0.5 -0.5
H 7.546 1.985 -3.973 -0.2 -0.1 -0.1
H -5.300 0.840 -5.815 0.2 -0.2 0.0
C -6.940 4.481 -1.538 -0.1 0.8 -0.3
N -3.762 7.227 -2.608 -0.6 1.0 0.0
H -2.931 -9.673 6.619 -0.2 -0.2 0.8
H 6.008 0.987 5.198 -0.3 0.6 0.0
H -4.656 3.467 -8.762 -0.1 0.0 0.0
H -3.553 -12.154 6.477 0.1 -0.2 0.0
H 4.394 -2.549 5.430 0.2 0.2 0.5
O -4.530 2.549 -8.513 0.7 -0.6 -1.9
H 4.934 -4.123 -3.717 0.0 -0.4 -0.2
H -3.087 9.994 -2.585 1.3 -0.3 0.3
C -1.899 -0.813 -0.693 0.9 0.2 -0.2
C -0.775 0.097 -0.137 0.0 0.3 -0.6
H -1.012 -4.407 9.259 -0.3 -0.3 0.1
H -4.663 -9.156 6.495 -0.2 -0.1 0.2
C -3.769 -9.466 5.954 1.0 -1.0 0.1
H -0.270 2.263 -0.144 0.3 -0.1 0.2
H -4.660 -12.562 5.098 0.3 0.1 0.0
C 7.459 -4.813 6.425 -0.1 0.4 0.4
H 2.436 6.870 -7.436 0.0 0.1 0.3
H 4.151 7.068 -5.538 0.1 -0.6 -0.1
C 4.492 -3.038 -5.603 -0.2 -0.4 1.5
H -2.969 -8.047 -7.121 -0.4 -0.4 0.3
H 8.495 2.405 -1.925 0.3 -0.4 0.0
C 4.991 -2.809 4.556 0.5 -0.6 0.6
C -2.352 -7.988 -6.224 -0.1 1.4 1.2
H 0.228 -0.153 -0.480 -0.1 -0.4 -0.6
H -3.830 2.460 5.971 0.3 0.3 -0.5
H -4.758 3.025 -6.684 -0.7 -0.1 1.1
O -0.438 -4.326 10.024 -1.5 -1.8 0.1
H 9.891 3.518 -4.451 -0.6 0.3 -0.2
H -5.772 6.755 -0.789 0.7 -0.3 0.0
H 6.739 -0.797 3.698 0.2 -0.1 0.5
C -5.188 7.442 -2.854 -0.9 -0.1 1.2
H 2.669 2.014 4.425 0.2 0.5 -0.5
H 5.613 0.040 2.801 -0.6 0.3 0.1
H -3.914 -8.322 4.230 -0.1 0.2 -0.4
O -1.237 1.822 -1.920 1.1 -0.6 1.2
H -4.156 9.887 -3.718 -0.3 -0.1 -1.5
H 4.801 -2.142 -2.502 0.1 0.1 0.1
H -0.395 -2.176 8.222 0.1 -0.3 -0.2
C -5.712 1.627 5.781 1.4 1.1 0.1
C 9.246 2.817 -3.922 0.1 -0.8 0.8
C -2.545 -6.621 -5.538 0.6 0.7 -0.3
O -6.225 5.426 -2.387 0.1 -2.7 1.3
H 3.937 -1.642 3.432 0.1 0.7 -0.4
H -5.105 3.514 6.473 0.0 0.5 -0.3
H -6.560 4.325 -0.528 0.7 0.5 0.1
N 4.932 -1.782 3.535 -0.1 -0.7 -0.7
O 6.216 -4.234 6.038 0.6 -0.6 -0.5
C -2.993 8.005 -3.576 0.8 0.2 -0.2
H -4.300 -7.020 6.125 -0.2 0.7 0.3
H -1.851 -6.487 -4.708 -0.2 -0.6 0.4
C 5.287 0.190 5.019 0.3 -0.4 -1.1
H -0.980 -8.043 -7.536 0.4 0.0 0.0
C -1.042 1.583 -0.506 -0.6 -0.8 -0.8
H 5.531 -2.910 -5.904 -0.1 -0.1 -0.1
O -5.125 0.634 4.930 -1.2 0.1 0.4
H 3.902 -2.182 -5.930 0.1 0.2 0.2
H 5.804 6.196 -7.056 0.0 -0.1 0.0
C -6.106 6.703 -1.825 -0.1 0.4 -1.3
H -0.054 0.613 1.665 0.1 0.1 0.3
C 4.395 7.428 -6.538 -0.7 0.0 -1.3
H 6.935 -2.436 5.495 0.2 0.4 -0.1
H -1.063 -8.242 5.413 -0.3 0.1 0.4
H -1.854 -0.898 -1.779 -0.1 0.3 0.0
H -5.464 8.496 -2.841 0.3 0.1 0.1
H -6.275 2.504 -7.515 -0.3 -0.1 0.5
C -3.272 -8.321 5.111 1.4 -0.3 -1.4
H 3.875 2.623 5.535 0.2 0.0 0.3
H -2.220 -5.772 -6.139 -0.3 -0.1 -0.7
C 0.634 -3.576 9.619 0.4 1.8 0.3
H 3.358 -3.329 -3.775 -0.2 0.1 0.2
H 3.821 5.927 -7.954 -0.2 -0.3 0.1
C 0.057 -2.189 9.214 0.8 -0.1 -0.1
H 4.421 2.305 3.898 -0.3 0.0 -0.4
O 5.747 7.148 -6.941 -0.4 1.1 0.8
H -3.628 6.254 -2.844 0.4 -0.2 0.2
H 5.498 -0.538 5.803 -0.7 0.1 0.4
O -4.004 -10.617 5.156 0.1 0.2 -0.8
H 6.990 -3.585 4.170 0.0 -0.4 -0.1
H -5.239 -11.587 6.436 -0.1 -0.3 0.3
O -2.159 10.149 -4.429 -0.5 0.0 -0.2
H -7.132 7.067 -1.772 -0.2 0.9 -0.3
C -3.128 9.551 -3.580 -0.4 -0.5 0.8
H 4.487 -3.693 4.167 0.1 -0.1 -0.2

Record 3
74
Properties=species:S:1:pos:R:3:forces:R:3 method="wB97M-V/def2-TZVPD" max_force_ha_per_bohr=0.0372 lumo_energy_ev="-7.39 / -12.21" charge=+3 s_squared=6.0224 spin_multiplicity=5 gap_ev="9.315 / 4.682"
H 3.993 -2.462 1.551 0.1 0.0 0.0
C 0.312 4.543 3.765 0.0 0.0 0.0
H 0.210 2.319 -0.621 -0.2 0.0 0.0
H -0.289 -3.481 -1.434 0.0 0.0 0.0
H -2.373 -0.514 -2.854 0.0 0.0 0.0
C 1.835 -0.301 3.950 -0.1 0.1 -0.3
C 2.991 -0.924 4.399 0.1 -0.1 0.2
C -1.017 2.545 3.537 -0.3 0.2 0.1
H 2.562 -4.036 -4.468 0.0 -0.1 0.1
C -3.625 -1.675 2.283 -0.1 0.0 0.1
H 1.705 -1.480 -4.560 0.0 0.0 0.0
H -3.311 0.620 -1.228 0.0 -0.1 -0.1
C 1.841 -3.540 -3.842 0.1 0.6 -0.4
C 3.401 -1.855 2.223 -0.1 0.0 -0.4
H -2.221 3.153 -0.934 0.1 0.0 0.0
H -1.841 1.751 0.051 0.1 0.0 0.0
H 4.639 -2.207 3.930 0.0 0.0 0.0
C 1.341 -5.548 -2.421 0.0 -0.5 0.3
O 0.321 -1.453 0.062 0.4 0.3 -0.3
C 1.297 4.006 2.941 0.1 -0.2 -0.2
H 1.897 2.296 1.782 0.1 0.0 0.1
H -1.026 3.303 -3.043 0.0 0.0 0.1
C 0.944 2.502 -3.445 -0.1 0.3 0.2
C 1.443 -0.449 2.623 0.5 -0.3 -0.8
C 1.144 2.729 2.432 0.2 0.3 0.0
C 3.755 -1.710 3.557 0.1 0.0 0.1
H 0.945 3.093 -4.365 0.1 -0.1 0.0
H 1.897 -6.078 -3.188 0.0 0.1 0.0
C -1.812 2.139 -0.966 -0.3 -0.1 0.0
H 2.177 4.586 2.699 0.0 0.0 0.0
N -0.417 2.141 -1.407 0.3 -0.5 0.3
H -0.231 1.334 -5.620 0.0 0.0 0.0
O 2.517 -2.180 -0.752 0.6 0.0 0.3
O 1.940 0.196 -0.437 -0.2 0.5 -0.7
H 3.291 -0.796 5.430 0.0 0.0 0.0
H -4.411 -1.999 1.614 0.0 0.0 0.0
N 0.711 1.078 -3.737 0.2 -0.5 0.3
H -0.202 -0.311 -4.987 0.0 0.0 0.0
H 1.896 -5.603 -1.485 0.0 0.1 0.0
H 0.376 -6.032 -2.286 0.0 0.1 -0.1
C -2.533 -0.974 1.803 0.2 0.0 -0.1
C 1.404 -2.251 -3.874 0.3 -0.4 -0.3
H -1.922 1.991 3.754 0.0 0.0 0.0
C -0.339 0.735 -4.711 -0.2 0.0 -0.2
H -0.831 -0.555 4.718 0.0 -0.1 0.0
C -0.839 3.817 4.056 -0.2 -0.1 0.0
C -1.748 0.940 -4.158 0.3 0.1 -0.3
H -3.390 1.871 -2.451 0.0 -0.1 -0.1
Pt 0.187 -0.115 -1.870 0.0 0.1 -0.9
C -1.521 -0.570 2.675 0.1 0.1 -0.4
P -0.089 0.328 2.029 -0.1 0.6 1.8
H -2.434 -0.762 0.744 -0.1 0.0 0.0
C 0.002 1.984 2.763 -0.1 -0.9 -0.9
C 2.271 -1.210 1.758 -0.4 0.4 0.0
N -1.922 0.394 -2.787 0.3 -0.3 0.2
H -1.605 4.255 4.682 0.0 0.0 0.0
S 1.828 -1.222 0.041 -1.0 -0.8 1.4
H -2.757 -1.834 5.556 0.0 0.1 0.0
H -1.993 1.998 -4.165 -0.1 0.0 0.1
H 1.248 0.294 4.637 0.0 0.1 0.0
C 0.358 -3.264 -2.266 -0.2 -0.4 0.1
H -2.443 0.453 -4.843 -0.1 0.0 0.1
H 1.595 0.681 -4.043 0.0 0.0 -0.1
H -4.573 -2.498 4.021 0.0 -0.1 0.0
C -2.701 -1.576 4.507 0.0 0.0 0.0
C -3.711 -1.968 3.640 0.0 0.0 -0.1
N 0.468 -2.083 -2.880 -0.2 1.0 0.4
C -0.111 3.076 -2.503 0.2 0.0 -0.3
H 0.442 5.533 4.179 0.0 0.0 0.0
C -2.702 1.251 -1.873 -0.1 0.2 0.2
N 1.167 -4.161 -2.825 -0.3 0.4 0.1
C -1.609 -0.866 4.034 0.1 -0.1 0.1
H 0.267 4.023 -2.111 -0.1 0.0 0.1
H 1.929 2.584 -2.986 0.0 -0.1 0.0

Record 4
53
Properties=species:S:1:pos:R:3:forces:R:3 method="wB97M-V/def2-TZVPD" smiles="C[C@@H](Cl)C[C@H]1OC(=O)O[C@@H]1N.COCCOC.COCCOC" max_force_ha_per_bohr=0.0113 lumo_energy_ev=0.54 charge=0 spin_multiplicity=1 gap_ev=9.964
Cl -2.943 2.697 4.027 0.0 0.0 0.0
H -3.652 0.127 3.361 0.0 0.0 -0.1
H -0.411 2.470 4.542 0.1 0.0 0.1
H -1.830 -3.927 -0.840 0.0 0.0 0.0
C -0.015 -3.205 -2.997 0.0 0.0 0.0
H -1.743 1.519 2.397 -0.1 0.1 0.0
O 0.944 3.201 -4.422 0.0 0.0 0.0
H -2.638 -0.187 4.769 0.0 -0.1 0.0
H 0.346 3.418 -0.514 0.0 0.0 0.0
C -0.137 1.471 -3.108 0.0 -0.1 0.1
C -0.235 3.092 -1.374 0.0 0.0 0.0
H -0.702 -3.765 -3.628 0.0 0.0 0.0
O 0.358 1.898 -1.851 0.1 -0.1 -0.1
H 0.426 1.378 -5.165 0.0 0.0 0.0
H -0.556 -2.383 -2.519 0.0 0.0 0.0
C -1.882 1.351 3.464 0.1 -0.1 0.1
H 1.099 1.987 2.869 -0.1 0.0 -0.2
H 2.033 4.829 -3.910 0.0 0.0 0.0
H -0.227 3.875 -2.136 0.0 0.0 0.0
H -2.219 -3.620 0.871 0.0 0.0 0.0
H 1.595 -2.490 -1.335 0.0 0.0 0.0
H 0.781 -2.790 -3.625 0.0 0.0 0.0
H -0.534 0.812 5.082 0.0 -0.1 0.0
O -0.662 -2.482 0.099 -0.1 0.0 0.0
O 1.834 -0.516 2.200 -0.4 -0.4 0.2
C 0.815 1.804 -4.235 0.0 0.0 -0.1
C 0.452 -3.352 0.264 0.0 0.1 0.1
H -1.266 2.913 -1.050 0.0 0.0 0.0
H 2.249 3.443 -2.817 0.0 0.0 0.0
C 2.123 3.745 -3.860 0.0 0.0 0.0
C -2.623 0.044 3.704 0.0 0.1 -0.1
C 2.229 -0.557 3.504 0.2 0.4 -0.2
H 0.738 0.122 0.280 0.1 0.3 -0.1
C -1.896 -3.157 -0.068 0.0 0.0 0.0
H 0.115 -4.338 0.597 0.0 0.0 0.0
H 1.793 1.351 -4.038 0.0 0.0 0.0
C -0.534 1.447 4.195 0.0 0.1 -0.1
O 1.716 0.511 4.152 -0.5 -0.2 0.2
H -0.794 -0.031 0.725 0.1 0.0 -0.1
O 2.912 -1.392 3.991 0.3 0.0 0.0
H -2.147 -0.774 3.161 0.0 -0.1 0.1
H -0.118 -0.807 2.671 -0.2 0.1 -0.1
C 0.487 0.012 2.265 0.4 -0.1 0.0
H -1.118 1.917 -3.306 0.0 0.0 0.0
C 1.253 -3.479 -1.011 0.0 -0.1 -0.1
C 0.672 1.094 3.328 0.2 0.1 0.0
O 0.511 -4.107 -2.044 -0.1 0.0 0.0
N 0.066 0.447 0.967 -0.2 -0.1 0.2
H 3.006 3.439 -4.431 0.0 0.0 0.0
H -0.263 0.383 -3.063 0.0 0.0 0.0
H -2.635 -2.415 -0.367 0.0 0.0 0.0
H 2.136 -4.093 -0.813 0.0 0.0 0.0
H 1.093 -2.930 1.043 0.0 0.0 0.0